1.
46
Properties=species:S:1:pos:R:3:forces:R:3:mulliken_charge:R:1 method="wB97M-V/def2-TZVPD" lumo_energy_ha=0.173 gap_ev=5.59 total_charge=-2 homo_energy_ev=-0.9 relative_energy_kj_mol=61.1
C -0.982605 5.673000 4.101574 0.0003 -0.0049 -0.0014 -0.33
H 0.121356 -1.133701 4.203804 0.0277 -0.0485 -0.0054 0.35
H -0.171782 2.432554 4.721666 -0.0018 -0.0010 0.0000 0.46
C -0.775247 4.501061 4.821507 -0.0002 0.0063 0.0006 -0.61
H 2.791942 -3.357694 -1.245808 0.0054 0.0012 0.0009 0.34
H 3.775080 0.464957 -1.363808 -0.0018 0.0013 0.0020 0.45
C 2.310991 1.562653 -2.470620 0.0107 -0.0111 -0.0008 1.65
F 0.984854 3.230712 -3.626601 -0.0027 -0.0029 -0.0011 -0.28
O 1.216196 1.065531 -1.863337 0.0025 0.0530 -0.0543 -0.86
F 1.832031 3.766688 -1.715948 -0.0019 0.0006 0.0053 -0.23
H 4.470683 1.880388 -2.207157 0.0033 -0.0017 0.0003 0.43
N -1.412740 -2.337140 2.384096 -0.0881 0.0181 0.0024 0.06
N 0.663194 1.101892 2.809078 0.0182 -0.0063 0.0040 -0.73
O 1.950786 -1.268944 -0.427603 0.0944 0.0452 -0.0335 -0.56
H 3.677441 -3.738706 0.249272 -0.0043 -0.0030 0.0067 0.31
C 0.394308 2.147459 2.092984 -0.0684 -0.0156 -0.0240 0.71
C -0.304244 4.536489 2.090037 -0.0003 -0.0041 -0.0039 -0.40
O -2.300107 -3.119273 2.810053 0.0065 0.0191 -0.0372 -0.60
H -0.965456 4.480858 5.888635 0.0002 -0.0012 0.0000 0.35
C 1.187248 -1.255389 4.014313 0.0210 0.0677 0.0613 -1.54
F 3.096709 3.660535 -3.462209 0.0084 0.0004 -0.0065 -0.32
C 1.971865 -2.144992 1.796267 0.0302 0.0146 -0.0249 -1.53
O 0.514639 2.246550 0.805206 0.0514 0.0334 0.0494 -1.00
C -0.332776 3.355182 4.180613 0.0022 -0.0093 -0.0015 -0.26
H 2.156668 -3.059783 2.342560 -0.0069 -0.0006 0.0045 0.19
C 3.610703 1.502088 -1.651645 0.0016 -0.0124 -0.0061 -2.12
F 3.575034 1.236188 -4.537820 0.0063 0.0067 -0.0048 -0.32
H 3.468708 2.089117 -0.745151 0.0016 0.0038 -0.0031 0.44
F 1.473759 0.733906 -4.586393 -0.0017 0.0010 0.0010 -0.27
H -0.119049 4.520347 1.024137 0.0019 0.0011 0.0000 0.46
H -0.910050 6.591496 2.163397 0.0007 0.0000 -0.0002 0.37
C 1.429035 -1.067433 2.546183 -0.1058 -0.0226 0.0223 1.64
Pd 1.215200 0.500232 0.108694 0.0651 0.0125 -0.1541 0.57
C 2.545000 0.758173 -3.779201 -0.0095 0.0170 -0.0029 0.49
C -0.746211 5.684535 2.734153 -0.0010 0.0031 0.0009 -0.60
H -1.331247 6.568193 4.604066 0.0001 0.0003 0.0003 0.35
H 2.012320 -4.296704 0.045121 0.0050 -0.0065 -0.0072 0.30
O -1.723739 -1.592983 1.440600 -0.0651 -0.1791 0.1222 -0.44
C 2.176571 -2.189031 0.434189 -0.0771 -0.0396 0.0120 1.06
C -0.090291 3.363642 2.807862 -0.0042 0.0089 0.0043 0.27
H 1.492514 -2.254303 4.319538 -0.0196 -0.0033 0.0009 0.36
C 2.050714 3.053683 -2.828729 0.0003 -0.0018 0.0110 0.52
H 1.723403 -0.503209 4.595753 0.0273 0.0093 -0.0130 0.39
C 2.702320 -3.478535 -0.167860 -0.0051 0.0080 -0.0068 -1.36
N 1.123626 0.069523 1.997299 0.0735 0.0542 0.0746 0.11
F 2.855281 -0.515333 -3.500461 -0.0002 -0.0109 0.0058 -0.24


2.
92
Properties=species:S:1:pos:R:3:forces:R:3:mulliken_charge:R:1 method="wB97M-V/def2-TZVPD" lumo_energy_ha=-0.099 gap_ev=6.39 homo_energy_ev=-9.1 smiles="CC(=O)OCCC1=C(C(F)(F)F)C(=O)OC1=O.COP(=O)(OC)OC.COP(=O)(OC)OC.COP(=O)(OC)OC.COP(=O)(OC)OC"
C -4.421219 0.430147 -0.216735 -0.1411 -0.4443 -0.3620 -0.79
C -5.207516 3.520030 3.587456 -0.3764 0.4414 0.5139 -0.47
O 3.304809 -8.281872 1.590038 0.9168 3.0258 0.4404 -0.34
O -4.681458 0.882766 3.171181 -0.7533 0.8218 -0.5205 -0.33
C -0.854350 1.672396 -2.055954 -0.1897 -0.1642 0.9619 -0.38
C -3.180950 8.726210 1.720238 0.5621 0.2318 -0.1889 -0.61
O -4.179770 7.718804 1.744209 -2.1511 2.1523 -1.1245 -0.29
C 2.532172 1.129300 -2.098920 1.0911 -1.2510 -1.4215 0.84
H 7.902784 -7.234378 -6.482688 0.0795 0.0982 -0.2512 0.29
P 8.026252 -6.450764 -3.734581 3.7674 8.3053 3.0332 1.05
H -6.626705 0.519324 3.719678 0.0794 0.0660 -0.0595 0.26
F 3.435521 0.338413 -2.897778 -1.9919 2.0762 1.9334 -0.26
O -1.673954 -1.609261 -1.361646 5.2008 2.3222 1.4729 -0.54
H -9.001741 8.879737 2.687208 0.0758 0.0331 -0.0430 0.24
C -0.479307 4.436997 0.498836 -1.3582 4.0743 0.0260 0.63
C -7.983943 9.274294 2.689679 -0.5273 0.3180 0.2354 -0.75
H -5.961931 -0.587874 2.499204 -0.0656 0.0641 -0.0846 0.23
O 9.059149 -5.879751 -2.779774 -0.5990 -1.6075 -0.6578 -0.63
P -3.849406 1.742693 2.037568 6.3382 -3.3438 6.5440 1.16
H 0.439835 3.823905 2.532818 0.1541 0.4727 -1.8147 0.25
H 1.565474 3.574681 1.053599 -1.4480 0.8773 0.7768 0.19
H -2.485340 8.503925 0.909215 -0.1895 -0.0647 -0.0243 0.28
C -5.994689 0.452136 2.832324 -0.0036 -0.3322 0.0330 -0.75
O -7.134747 8.359563 3.383899 0.6071 1.7875 -3.0109 -0.30
H 1.250014 5.266340 1.689596 -1.1344 -1.4465 -0.4806 0.31
H -5.715610 10.218014 4.854591 -0.0183 0.0733 -0.1038 0.25
H 9.613698 -7.084865 -6.927598 -0.0377 -0.0898 0.1580 0.27
O -4.836175 8.631330 3.872725 0.1748 0.6533 -1.0161 -0.30
O 2.841968 -6.182998 -1.097525 1.5967 1.4403 2.8151 -0.27
H -2.619830 8.720611 2.657883 -0.1815 0.0713 -0.0001 0.23
H 0.013521 3.800077 -1.841589 -0.7321 -1.4869 0.8419 0.32
C -0.565538 -1.069647 -1.119837 -3.5826 -0.3758 -0.6395 0.41
F 2.082142 2.167880 -2.968440 1.0658 -2.2365 2.6161 -0.24
C 0.766749 -6.154511 0.850881 -0.2571 0.1232 -0.2384 -0.73
C -4.961314 10.033072 4.086389 -0.1227 0.0555 0.3309 -0.76
O -3.775553 0.327564 1.052438 -1.9895 2.4898 -1.4596 -0.30
H -7.977416 10.234927 3.211332 -0.0804 0.0593 -0.1363 0.27
C 1.693833 -1.329896 -1.098041 1.8376 -0.1980 0.2204 0.11
O 7.309008 -5.222531 -4.569033 -0.0359 -0.9946 -0.7268 -0.36
H 6.421873 -8.384745 -2.911956 -0.1383 -0.1221 0.1718 0.44
O 3.526704 -8.358462 -0.703190 0.7928 1.0823 0.9945 -0.65
H -5.346618 2.935100 4.500671 -0.0020 -0.1891 -0.1908 0.25
O -5.840247 6.494357 2.816612 -0.3849 1.2626 -1.2753 -0.52
H -3.753654 0.036378 -0.986267 -0.0705 -0.0085 0.0306 0.12
H -5.173503 4.574248 3.863238 0.0166 -0.0718 -0.3095 0.15
O 6.777494 -6.350002 -2.551630 0.2440 -2.8540 -2.0797 -0.27
H 4.081643 -4.828387 -0.085569 0.1147 0.2157 -0.1674 0.45
C -0.275793 2.896225 -1.177981 1.3337 0.0317 -0.3992 -0.04
H -3.621035 9.709929 1.544567 0.2553 0.0248 0.0260 0.31
H 1.542116 -8.494760 2.647818 0.0325 0.1755 -0.0823 0.22
H 0.698710 2.576980 -0.654975 -1.3851 0.2860 -0.9383 -0.15
O -0.858738 5.616788 0.249042 1.2735 -5.0010 0.7974 -0.57
C -0.061528 0.353219 -1.641107 3.8710 -1.1802 -0.0439 0.50
H 5.872909 -7.754211 -1.342438 -0.0430 -0.0433 -0.1810 0.11
H 5.251954 -5.093565 -4.490477 -0.0337 -0.1374 -0.0339 0.12
H -1.958195 1.564939 -1.781512 1.5353 -0.0532 -0.3935 0.03
H 3.949874 -4.612605 -1.846707 0.0161 0.0059 0.1024 0.10
H -4.673571 1.465921 -0.459154 -0.0254 -0.0924 -0.2248 0.43
H 3.032415 -8.611853 3.590486 0.1193 0.0993 -0.1124 0.27
O 2.692979 -2.059788 -1.196997 -4.3552 3.4850 0.5559 -0.54
H -5.239914 10.553666 3.166063 -0.0024 0.2082 0.1086 0.38
P -5.648790 7.983565 2.593698 2.2629 -6.8884 6.2848 0.91
O 0.500977 -1.659373 -0.344382 -0.0945 -0.0029 -2.8600 -0.24
C 5.975070 -7.526320 -2.403624 -0.6354 -0.1318 0.3058 -0.66
O -3.975290 3.176964 2.971128 -1.6284 -0.2637 -2.8343 -0.25
F 3.299348 1.636717 -1.023343 -2.1610 -0.8463 -2.6843 -0.23
H 8.660923 -5.618656 -6.670580 -0.1460 -0.0779 0.0951 0.21
C 3.401454 -4.874981 -0.939836 -0.2370 0.5209 -0.2896 -0.53
C 6.034425 -5.481082 -5.146953 -0.1955 0.2202 0.1349 -0.63
H -0.046038 -6.439774 1.521295 0.1085 -0.0250 -0.0246 0.29
H -6.043267 3.364650 2.902954 -0.0786 0.1719 0.2273 0.27
O -1.187023 3.331952 -0.124461 2.3077 1.2795 -0.0414 -0.22
C 1.364080 0.132787 -1.642791 -2.1314 0.8847 -0.1163 0.13
H -7.657753 9.424672 1.657584 -0.2612 0.0825 -0.0120 0.37
O 1.437111 -7.332967 0.415105 0.4944 0.5378 1.0766 -0.36
C 0.745007 4.250946 1.508138 0.5241 -0.5044 -0.2215 -0.72
H 1.444535 -5.485231 1.387635 -0.1738 0.1655 0.0217 0.38
O -2.361451 1.654433 2.330785 -0.8727 0.6993 -1.1292 -0.64
C 8.810731 -6.646884 -6.331891 0.0903 -0.0350 -0.4877 -0.55
H 2.594189 -4.158288 -0.794404 0.2175 -0.1001 0.0485 0.19
H 4.984088 -7.336262 -2.822035 -0.0295 -0.2107 0.1305 0.28
P 3.073247 -7.251468 0.234831 -3.5371 -7.5014 -5.3131 1.10
H 2.491548 -7.019605 3.025523 -0.1387 -0.1422 0.1911 0.28
H -6.428486 1.075674 2.045795 -0.2008 -0.1172 0.0068 0.38
H 0.346658 -5.634420 -0.012926 0.0709 0.0899 0.0841 0.23
H 5.879638 -6.551122 -5.309509 -0.2334 0.0434 -0.0674 0.37
H 5.974142 -4.969106 -6.109249 0.0718 -0.0536 0.0578 0.27
O 9.203961 -6.658699 -4.969337 -2.1007 -2.2816 0.3809 -0.33
C 2.545591 -8.079960 2.771132 -0.1316 -0.1362 0.5128 -0.57
H -0.794558 1.910287 -3.181196 0.1795 -0.5930 1.8319 0.37
H -5.336213 -0.167757 -0.202170 -0.0390 0.0686 -0.1741 0.31
H -4.002196 10.423148 4.431695 -0.0459 -0.0753 -0.0794 0.25


3.
57
Properties=species:S:1:pos:R:3:forces:R:3:lowdin_spin:R:1 method="wB97M-V/def2-TZVPD" lumo_energy_ha="0.015 / -0.037" s_squared=8.8247 gap_ev="3.84 / 6.94" multiplicity=6 homo_energy_ev="-3.4 / -7.9"
H 4.278708 2.167827 -1.340337 -0.2057 -0.2325 -0.0437 0.01
C -1.305690 -0.481275 0.303791 -1.3722 0.2802 5.5552 0.61
C -3.080774 -1.215493 -0.999605 3.0273 -1.9586 -1.0378 0.13
C 2.713243 2.762865 -2.829425 0.2495 0.5848 -0.5947 -0.01
C 1.232270 -0.057201 -1.640558 0.1699 -1.2373 -0.5012 0.06
H 1.107818 2.102733 0.960075 0.1867 -0.7275 -0.4394 0.00
H -2.879885 0.594593 3.984479 0.8564 -0.5099 0.0389 0.00
C 4.389782 1.232813 -3.400650 0.2987 2.0797 0.1162 0.03
O -2.498883 0.260141 0.597170 -0.4956 1.7241 0.7847 0.21
C -1.708277 -1.414316 -0.659183 -2.5126 -2.1156 -2.8462 0.30
H 1.827824 2.909048 -4.887276 0.0023 -0.3398 0.1478 0.01
C 2.567991 -0.703253 -1.774594 -2.0397 -2.2494 0.8331 0.12
O -0.096986 0.731658 2.334623 -1.1671 0.0364 1.7509 0.00
H -0.273202 -3.422017 2.741989 0.0822 -0.3120 -0.2044 0.00
H -4.950634 1.215982 -1.056938 -0.2154 0.0348 0.1592 0.03
H -0.997982 -2.109597 -1.110630 -0.4769 0.0881 0.0835 0.01
C -1.793443 0.344784 3.971905 -0.1019 -0.1199 0.3783 0.00
C -4.799213 0.548514 -0.196970 -0.6091 0.0879 0.0382 0.08
H 3.543075 -1.805595 -3.539035 -0.7320 0.9092 0.3058 0.00
H 2.442879 1.496502 -0.099757 -0.6909 0.1486 -0.1749 0.01
O 0.400753 -1.683775 1.855587 -0.7285 0.3043 1.6694 0.02
H -3.674711 -1.084013 3.001086 0.8665 -0.3452 -0.2577 0.00
H 0.057953 -1.182781 4.764243 -0.4704 -0.1520 -0.8111 0.00
C -0.563453 -1.804559 4.079951 0.8206 0.2522 -0.2389 0.00
H 1.322947 -1.017959 -4.932578 0.1760 0.2959 0.0908 0.00
H -0.461993 2.099232 3.840441 -0.0781 -0.1385 0.0985 0.00
H -5.612012 -0.206902 -0.218768 0.2786 0.3459 -0.0032 0.02
H 5.276511 0.618334 -3.318050 -0.2553 -0.0794 -0.1760 0.00
H 1.255971 -2.751683 3.353228 0.0801 -0.3085 0.3222 0.00
H 3.233105 -0.889952 -0.918742 -0.2938 0.1482 -0.6839 0.01
H -1.099537 -2.538566 4.693672 -0.0204 0.3826 -0.1341 0.00
H -2.921536 -2.313319 4.050691 -0.0668 0.3440 -0.4543 0.00
H -2.731237 -2.449166 2.295928 0.0973 0.0953 -0.2112 0.00
C 2.721921 -1.157313 -3.156845 -0.3033 -1.2752 1.4842 0.00
C 3.843423 2.037640 -2.322261 1.4415 0.8112 -1.0046 0.05
C 2.544577 2.444346 -4.219105 1.9780 1.5338 -0.4290 0.08
C -1.023499 1.408566 3.209109 0.2672 -0.0184 -1.4525 0.00
H -0.326083 0.336275 -3.206297 0.4296 0.1065 -0.0933 0.01
B -0.545132 -0.596359 1.992421 -0.0995 0.2561 -4.1200 0.06
Fe 2.502312 0.765861 -3.092351 -0.3633 0.6892 -0.3632 1.86
C 3.577227 1.492460 -4.579637 0.1019 1.5245 -0.0234 -0.01
H -1.775023 1.988393 2.634098 0.6159 -0.1332 -0.0136 0.00
H -3.645133 -1.760432 -1.789256 0.5566 0.5735 0.8445 0.00
C 1.540152 -0.741968 -3.907950 -0.6917 -0.7813 1.0159 0.02
H 1.960461 0.563812 1.202693 -0.2233 -0.1718 0.5380 0.02
H -0.413047 0.916189 -0.617641 0.5363 -0.2266 0.0639 0.05
C -3.484207 -0.083669 -0.298661 -0.4941 0.1912 0.4064 0.44
H -4.903793 1.149176 0.718062 0.1074 -0.1713 -0.2339 0.00
C -2.784515 -1.739642 3.115806 -0.5845 -0.0031 0.1175 0.00
C 1.522566 1.209516 0.450935 0.9763 0.4112 0.0957 0.07
C 0.687142 -0.013609 -3.007512 -1.2408 -2.2176 0.9038 0.08
C 0.567003 0.446692 -0.430543 3.2835 2.2656 -2.7150 0.58
H -1.405493 0.235935 4.993848 -0.4344 0.0541 -0.2323 0.00
C 0.256957 -2.509432 3.008090 0.6744 -0.0905 -0.4241 0.00
H 2.138427 3.497735 -2.263289 0.0713 -0.4541 -0.1982 0.00
N -1.510286 -0.956765 3.238294 -1.1526 -0.0446 2.0777 0.01
H 3.752660 1.113002 -5.577743 -0.1123 -0.1453 0.1952 0.00


| no. | F_max (eV Å⁻¹) |
| --- | --- |
| 1 | 0.2 |
| 2 | 9.8 |
| 3 | 5.7 |